{
  "formula": "C15H23N6O5S",
  "method": "the ωB97M-V functional and the def2-TZVPD basis",
  "energy_ev": -45936.75971,
  "orbital_gap_ha": 0.3382,
  "lumo_ev": -2.231,
  "total_charge": 1,
  "symbols": ["S", "O", "O", "O", "O", "O", "N", "N", "N", "N", "N", "N", "C", "C", "C", "C", "C", "C", "C", "C", "C", "C", "C", "C", "C", "C", "C", "H", "H", "H", "H", "H", "H", "H", "H", "H", "H", "H", "H", "H", "H", "H", "H", "H", "H", "H", "H", "H", "H", "H"],
  "xyz": [[0.20042, -2.54867, 0.14859], [-1.91462, -0.81939, 1.16790], [1.26999, -0.43629, 0.57022], [-4.34624, -0.76198, -1.20338], [3.14722, 0.58261, 1.19127], [-4.49496, 0.87615, 0.84370], [1.16763, 2.80957, -1.95601], [-0.96816, 1.33473, 1.10947], [1.01046, 2.20636, 1.68294], [2.82466, 3.46611, -0.49860], [3.75134, -2.42578, 0.66108], [-0.83312, 1.70176, -1.30615], [-2.17411, 0.55871, 1.27346], [0.00540, 2.23131, -2.18294], [-3.11534, -0.24167, -0.83202], [3.33191, -1.34402, -0.21854], [-0.06363, 1.60392, 2.09690], [1.53088, -2.99235, -1.04282], [2.50856, -1.88585, -1.40698], [2.48595, -0.33526, 0.54666], [-0.39581, 1.79537, -0.04865], [-3.23989, 0.90164, 0.22017], [-0.93248, -1.58368, -0.90580], [0.82701, 2.36918, 0.32718], [-0.66174, -4.15182, 0.08026], [1.62098, 2.91061, -0.70272], [-2.21830, -1.29985, -0.12812], [4.22004, -0.83803, -0.60487], [-5.13886, 1.34187, 0.29674], [3.26817, 3.92135, -1.27870], [-3.03442, 1.87426, -0.23366], [2.08260, -3.79870, -0.55954], [-2.55848, 0.73900, 2.28401], [3.11634, 3.69288, 0.43611], [-1.13793, -2.13302, -1.82189], [-0.23983, 1.32610, 3.11718], [-2.63167, 0.13365, -1.73597], [-0.97891, -4.39726, -0.92718], [-1.52033, -4.09473, 0.74108], [-2.79433, -2.22506, -0.00254], [-0.42362, -0.64624, -1.12223], [2.53415, 1.23301, 1.64429], [4.61503, -2.20028, 1.13759], [-4.91459, -0.79858, -0.41650], [-0.29970, 2.17356, -3.21864], [1.04338, -3.36739, -1.94072], [3.04870, -2.62779, 1.36408], [1.99524, -1.05219, -1.88837], [0.01256, -4.91556, 0.45451], [3.20426, -2.31688, -2.12820]],
  "lowdin_charge": [1.1601, -0.0280, -0.0360, 0.0138, 0.1496, 0.0174, 0.1352, 0.0861, 0.1063, 0.1837, 0.0822, 0.1353, -0.1922, -0.1932, -0.2627, -0.2910, -0.0905, -0.3073, -0.1557, -0.4753, -0.2325, -0.2243, -0.2416, -0.1708, -0.2230, -0.3202, -0.2832, 0.1601, 0.1238, 0.1171, 0.1542, 0.0954, 0.1808, 0.1140, 0.1231, 0.1501, 0.1412, 0.0693, 0.0616, 0.1546, 0.0761, 0.1044, 0.0967, 0.1078, 0.1167, 0.1044, 0.0859, 0.1215, 0.0661, 0.1331]
}